(1)
The following is a quantum chemistry calculation of a molecular structure, C40H81BrClF9O14S2, from the OMol25 dataset.

Geometry as XYZ:
```
148
Properties=species:S:1:pos:R:3
C -0.37879 -2.70399 -2.92758
C -1.33683 -3.64373 -2.20022
C -2.74574 -3.79334 -2.80022
C -3.36124 -2.49644 -3.32383
C -3.48853 -1.40758 -2.25344
C -4.78019 -1.52323 -1.43422
C -4.64551 -0.98200 -0.00688
C -4.43822 0.53659 0.09054
C -2.94952 0.96171 -0.06365
C -2.43318 1.61658 1.21444
C -0.92407 1.82953 1.40003
C -0.58181 1.91324 2.94503
C -1.69161 2.33215 3.92386
C -2.29383 1.16362 4.71805
S -1.35809 0.84445 6.25428
C -0.03250 0.65213 0.90559
Cl 0.04257 0.42736 -0.92537
C -0.31809 -0.74200 1.45189
C 0.79529 -1.34066 2.29996
C 2.05831 -1.62020 1.51961
O 2.06881 -2.17112 0.45267
O 3.21868 -1.25613 2.10193
O 1.27285 1.15512 1.20142
C 1.30855 2.41342 0.64287
O 2.29082 2.90487 0.21169
C -0.16589 2.99943 0.67669
Br -0.80666 3.50423 -1.06720
S -0.10984 4.57031 1.65826
O 1.15211 4.63450 2.34026
O -1.32355 4.70954 2.40793
C -0.14780 6.12715 0.59964
F -0.18298 7.06837 1.56271
F -1.29304 6.22059 -0.07467
C 1.07534 6.44993 -0.33012
F 0.57690 7.08681 -1.41937
F 1.69651 5.33763 -0.73876
C 2.14074 7.39535 0.30100
F 1.66407 8.64559 0.31067
F 2.43051 7.01729 1.55071
C 3.48143 7.38921 -0.49747
F 4.20040 6.31555 -0.24278
F 3.27031 7.47872 -1.80786
F 4.17686 8.46205 -0.11470
H 0.51595 -2.57959 -2.30962
H -0.03601 -3.10477 -3.88307
H -0.78774 -1.70310 -3.06699
H -1.43866 -3.27609 -1.17105
H -0.86513 -4.62447 -2.10653
H -2.68447 -4.49644 -3.63573
H -3.40822 -4.20499 -2.03419
H -4.33391 -2.69912 -3.77669
H -2.72630 -2.12413 -4.13375
H -3.46742 -0.43221 -2.75263
H -2.60682 -1.43806 -1.61258
H -5.05338 -2.58155 -1.37243
H -5.59271 -0.99494 -1.93898
H -3.78813 -1.49269 0.45163
H -5.51502 -1.28137 0.58513
H -5.05512 1.05458 -0.64524
H -4.80322 0.84574 1.07627
H -2.39304 0.05189 -0.25622
H -2.88971 1.62121 -0.92438
H -2.74082 0.94706 2.02272
H -2.96731 2.55106 1.40291
H -0.23933 0.93619 3.29131
H 0.27092 2.56918 3.08918
H -1.22169 2.97290 4.67220
H -2.45471 2.94837 3.46348
H -2.32911 0.23892 4.14087
H -3.30172 1.42731 5.03457
H -0.56374 -0.15059 5.85341
H -1.24388 -0.77362 2.02848
H -0.45841 -1.41192 0.60550
H 1.00392 -0.73127 3.18061
H 0.43622 -2.30900 2.66117
H 3.05279 -0.85946 2.96573
C 5.83746 -2.56846 -1.29821
C 5.53587 -1.23588 -1.95955
O 4.18714 -1.15989 -2.39982
H 5.63049 -3.38621 -1.98886
H 6.88219 -2.62570 -0.98541
H 5.20353 -2.71286 -0.42040
H 6.15330 -1.09731 -2.84653
H 5.74725 -0.41404 -1.26622
H 3.62657 -1.27094 -1.62304
C -4.85257 6.39637 1.04727
C -5.34210 5.08163 0.47061
O -4.90615 4.88246 -0.87165
H -5.19407 7.22941 0.43229
H -5.21873 6.53832 2.06499
H -3.76093 6.42424 1.07194
H -6.43025 5.05813 0.43536
H -5.00855 4.24513 1.09661
H -3.94491 4.88860 -0.86791
C 1.38462 -4.35594 6.33263
C 1.09499 -3.01558 5.68546
O -0.25219 -2.94969 5.21167
H 1.20804 -5.16438 5.62343
H 2.41808 -4.41219 6.67758
H 0.72823 -4.51648 7.19100
H 1.73566 -2.86275 4.81622
H 1.27744 -2.19892 6.39380
H -0.82720 -3.07136 5.97386
C 1.97530 -1.62903 9.48531
C 1.63483 -0.26887 8.90399
O 0.27733 -0.18822 8.47491
H 1.78512 -2.41613 8.75392
H 3.02323 -1.67659 9.78365
H 1.36108 -1.83823 10.36399
H 2.23826 -0.06692 8.01958
H 1.83823 0.51918 9.63565
H -0.28928 -0.34268 9.23692
C 6.87179 -5.83068 -3.26672
C 5.84314 -6.49495 -2.36803
O 5.38446 -7.72313 -2.92898
H 6.44855 -5.65326 -4.25570
H 7.20792 -4.87861 -2.85542
H 7.74415 -6.47710 -3.39114
H 4.96352 -5.86282 -2.25806
H 6.25979 -6.67289 -1.37084
H 6.14437 -8.30364 -3.02865
C 2.34244 -5.02049 -6.08247
C 1.18263 -5.51253 -5.23770
O -0.07866 -5.16062 -5.80433
H 2.28853 -3.93844 -6.20385
H 3.29840 -5.27329 -5.62215
H 2.31229 -5.46940 -7.07852
H 1.20867 -5.05045 -4.25192
H 1.23717 -6.59801 -5.10333
H -0.13504 -5.56594 -6.67439
C -8.24199 -5.29257 -3.13392
C -7.18061 -4.43944 -3.80352
O -5.87675 -4.70103 -3.29336
H -8.23749 -5.12582 -2.05643
H -9.23487 -5.05873 -3.52048
H -8.04987 -6.35404 -3.30713
H -7.36645 -3.38239 -3.61657
H -7.19394 -4.59895 -4.88711
H -5.67389 -5.62679 -3.45870
C 4.46405 9.20242 -5.49361
C 4.73416 7.75150 -5.84590
O 5.66317 7.15710 -4.94454
H 5.39250 9.77375 -5.50260
H 3.76530 9.65859 -6.19656
H 4.04139 9.27948 -4.48887
H 5.17764 7.67089 -6.83700
H 3.80187 7.17629 -5.84471
H 5.28673 7.20013 -4.06041
```

**HOMO-LUMO gap**: 0.32833 Ha
**DFT total energy**: -7355.3332 Eh
**Net charge**: 0
**E_HOMO**: -0.3357 Ha

=====

(2)
The following is a quantum chemistry calculation of a molecular structure, C2H4N2S2 in a non-equilibrium geometry, from the OMol25 dataset.

Geometry as XYZ:
```
10
Properties=species:S:1:pos:R:3
C -0.59385 -0.71194 -0.10288
C -0.90710 0.84530 0.05770
N 0.71889 -0.99893 0.47834
N 1.42972 0.02128 0.56957
S 3.35006 -0.55719 -0.49734
S 0.80601 1.48022 0.24276
H -1.44406 -1.31159 0.34583
H -0.40228 -0.93010 -1.27812
H -1.42994 1.04361 -0.79904
H -1.52746 1.11934 0.98318
```

**HOMO-LUMO gap (alpha / beta)**: 0.26606 / 0.26626 Ha
**DFT total energy**: -984.3180 Eh
**Net charge**: 0
**ΔE to the lowest compared entry with this formula, charge and spin**: 123.5 kcal per mole
**E_HOMO (alpha / beta)**: -0.3196 / -0.3178 Ha